{"formula": "C45H51AsBr2NSSeSiV", "method": "ωB97M-V/def2-TZVPD", "elements": ["H", "H", "H", "C", "Br", "H", "Br", "C", "H", "H", "H", "C", "H", "H", "H", "C", "H", "N", "C", "C", "S", "C", "H", "H", "C", "H", "C", "C", "H", "C", "C", "H", "H", "C", "H", "C", "H", "As", "C", "C", "C", "H", "C", "C", "H", "H", "C", "C", "H", "C", "H", "C", "C", "C", "H", "C", "C", "H", "C", "H", "H", "C", "H", "C", "H", "C", "H", "C", "C", "C", "H", "C", "C", "H", "Se", "C", "H", "H", "C", "H", "C", "C", "H", "H", "H", "H", "C", "H", "C", "H", "C", "V", "H", "Si", "H", "H", "C", "H", "H", "H", "C", "H", "H", "H"], "coordinates": [[-6.75859, -0.12424, -0.91113], [-5.20058, -0.52350, -4.14548], [0.80102, -2.31474, 2.46991], [4.37359, 4.39014, -2.19815], [-2.48497, 0.67524, -1.07239], [4.43753, -2.63823, 0.64013], [-0.35359, 1.95105, 1.75866], [-3.01265, 1.62606, -4.27164], [3.44790, -2.90010, 5.77825], [-1.13465, 2.63495, -3.72650], [-5.78437, 3.36777, -0.70627], [3.83733, -2.85268, -0.23871], [-4.67778, 4.62498, -0.16614], [-4.46779, -1.18495, -2.68395], [-3.18844, -3.31671, 3.65801], [-1.30294, -2.38655, 0.97594], [4.60842, -0.34180, 2.55454], [5.01980, 3.73080, -3.15883], [-2.58867, -2.70395, 2.99461], [3.14641, 4.01856, -1.67854], [0.44845, -1.41147, -2.03054], [4.17922, -3.91031, -1.06192], [-2.65007, 5.07177, -1.04425], [-2.26844, -4.23389, 1.55538], [3.76906, 0.66556, 0.34623], [-5.63124, 4.18564, -3.10284], [-2.33892, -1.35305, 3.34506], [2.29122, -3.38230, -2.46612], [-6.46446, 1.79090, -4.02024], [-2.60903, 0.47895, 4.90855], [-4.60557, 4.48152, -2.88067], [-6.87346, 2.41356, -2.42492], [-4.81848, 1.04756, -5.40794], [5.86080, 2.47734, 0.05363], [-1.91261, 4.26632, -2.42786], [-1.56613, -0.55391, 2.46515], [-5.06539, -0.21546, -0.43127], [2.26167, -0.54004, 0.57499], [4.40207, 2.64084, -3.61710], [2.67381, -1.25742, 2.35485], [-1.84645, 1.31146, 4.05574], [-7.51444, 0.86440, -2.95388], [-2.84660, -0.81398, 4.55696], [-3.92441, 3.55035, -1.86463], [-2.99277, -0.58537, -4.35673], [4.86737, 5.27839, -1.81372], [-2.07799, -3.20234, 1.83309], [-1.92032, 2.68509, -4.47996], [-1.44758, 2.49160, -5.44878], [-2.52544, 4.10621, -1.54518], [1.68215, -3.59221, -3.33676], [-1.36117, 0.79182, 2.89578], [2.49641, 2.88474, -2.16579], [-5.31087, -0.60821, -3.06681], [-1.65325, 2.34089, 4.32239], [3.17618, 2.18703, -3.16758], [5.78672, 1.36145, -0.76285], [-1.92635, 0.23856, -5.49086], [1.91159, -2.31318, -1.63354], [-1.48509, 0.13199, -3.79066], [6.53386, 1.20130, -1.53050], [-5.44358, 0.74878, -2.36083], [2.68179, 4.61469, -0.90308], [3.39638, -4.16007, -2.18855], [-5.94189, 1.30003, -0.27919], [-4.06503, 1.83272, -5.37587], [1.29699, -3.35749, 4.63065], [-6.62880, 1.50858, -2.98117], [4.74425, 0.45305, -0.61738], [1.74902, -2.11018, 2.95396], [4.68834, -0.41236, -1.26689], [-2.32654, 0.26581, -4.47201], [-1.01264, -1.06062, 1.23491], [4.91850, 2.09276, -4.39983], [0.73475, 2.40983, -1.63157], [-5.80952, 0.42241, -0.90507], [4.91569, 3.58144, 1.63487], [-0.91533, -2.82970, 0.06256], [4.15228, -1.58968, 4.23298], [-3.55060, 1.82753, -6.34274], [3.23085, -2.44043, 4.82216], [3.87602, -1.00201, 3.00393], [-3.42959, -1.46054, 5.20300], [5.09367, -1.38017, 4.72615], [-2.99705, 0.87805, 5.83719], [-4.58397, 2.78941, -5.29181], [-4.73120, 3.60528, -0.56128], [-4.64022, 5.49310, -2.46115], [2.02703, -2.69805, 4.17878], [6.66545, 3.18932, -0.07380], [3.83142, 1.80128, 1.14907], [0.00795, 0.17347, -0.20732], [3.64858, -4.97877, -2.85227], [-3.81852, 1.76686, -2.54096], [2.73259, 1.29750, -3.59785], [-1.95397, 3.45755, -0.88106], [2.73473, -2.05412, -0.52784], [-6.22020, -1.18788, -2.87522], [-2.31461, 3.70038, -4.51100], [3.05895, 1.99013, 1.88881], [4.87817, 2.69601, 1.01175], [-4.32858, 2.93746, 0.20172], [5.03715, -4.53027, -0.83387], [-4.06398, 4.54490, -3.82268]], "mulliken_spin": [0.000, 0.000, 0.007, 0.000, 0.078, 0.000, 0.013, 0.004, 0.000, 0.010, 0.000, -0.007, 0.000, 0.000, 0.003, 0.093, 0.000, 0.000, 0.039, 0.000, -0.016, 0.005, 0.000, -0.003, 0.017, 0.000, -0.018, 0.005, 0.000, -0.009, 0.000, 0.000, 0.000, 0.000, 0.000, -0.117, 0.000, 0.056, 0.001, 0.011, 0.003, 0.000, 0.010, 0.004, -0.001, 0.000, -0.022, -0.014, 0.000, -0.005, 0.001, -0.043, 0.019, 0.001, 0.001, 0.003, 0.001, 0.000, 0.012, 0.010, 0.000, -0.001, 0.000, 0.000, 0.000, 0.000, 0.000, 0.000, -0.012, -0.005, 0.000, -0.003, 0.010, 0.000, 0.042, 0.000, 0.000, -0.017, 0.001, 0.000, -0.001, -0.003, 0.000, 0.000, -0.001, 0.000, 0.000, 0.000, 0.000, 0.000, 0.003, 2.788, 0.000, -0.002, 0.001, 0.009, 0.046, 0.000, 0.000, -0.005, -0.001, 0.001, 0.001, 0.000], "gap_ev": [6.2, 6.6], "e_homo_ev": [-3.82, -4.30], "total_charge": -1, "spin_multiplicity": 4}



{"formula": "C23H52OOsP4", "method": "ωB97M-V/def2-TZVPD", "elements": ["H", "H", "P", "P", "H", "C", "H", "C", "C", "H", "C", "H", "H", "H", "C", "C", "H", "C", "H", "C", "H", "H", "H", "C", "H", "C", "C", "H", "C", "C", "C", "Os", "H", "C", "H", "H", "H", "H", "C", "H", "C", "H", "H", "H", "H", "H", "H", "H", "H", "H", "C", "H", "H", "H", "H", "C", "H", "H", "O", "H", "H", "C", "H", "H", "P", "C", "P", "H", "H", "H", "H", "H", "H", "H", "H", "H", "C", "H", "H", "H", "C"], "coordinates": [[2.88072, 2.66550, -2.44833], [-2.00138, -2.22458, 1.32408], [-1.62796, 1.31725, 1.17207], [-0.93639, -1.58665, -0.78799], [-1.62344, -2.79261, -7.55364], [-1.14819, 2.89447, 2.01420], [-3.68774, 2.47216, 0.43620], [-2.31417, 3.82300, 2.30377], [-1.64880, -2.74657, 0.43352], [3.58614, 2.49451, 0.94997], [-2.27752, -1.56595, -2.04508], [-2.85790, 4.08347, 1.39399], [3.43814, -0.14706, -0.08131], [-0.21907, 4.13790, -0.56249], [-1.88994, -0.44640, -5.11299], [-2.09244, -2.03032, -6.93012], [-3.01231, 3.39026, 3.02494], [2.69438, 3.12078, 0.86208], [0.61362, 1.77311, -2.41251], [-1.31503, -1.41541, -5.93658], [2.00268, 0.01443, 3.62472], [2.57656, 0.93462, -2.11675], [1.38759, 4.85772, -0.60987], [0.78983, 4.00901, -0.96661], [-3.31490, 1.16749, -3.88258], [-0.13709, 1.05397, -2.10391], [-3.24258, 1.48294, 0.24868], [1.15214, -1.95366, -2.01385], [-1.44675, 1.66610, -2.11839], [2.82381, 1.90464, -1.65964], [-2.97936, 0.73736, 3.60311], [0.03510, 0.55641, -0.21317], [1.51794, -1.99287, 3.17237], [-1.95811, 0.20981, 2.59497], [-0.62256, 2.64034, 2.94724], [3.68753, -1.33500, 1.22474], [-3.12614, -2.18561, -1.72606], [0.89725, -3.18640, -0.75403], [0.95024, -1.95885, 2.23190], [1.16369, -2.86730, 1.65708], [0.40494, -2.59023, -1.52960], [-3.85356, -0.61768, 0.22945], [-0.02036, -3.26864, -2.27802], [0.70530, 4.04864, -2.05740], [-2.50550, -3.26712, -0.00836], [-2.93065, 1.50305, -0.81717], [-4.04329, -2.20654, -7.84094], [-5.09784, -0.54247, -6.26143], [2.98354, 4.13211, 0.55566], [2.90283, 1.08976, 2.53348], [1.93006, 0.62102, 2.71404], [-0.89741, -3.48479, 0.72867], [-1.90868, -1.96752, -2.99758], [2.20915, 3.19570, 1.83549], [1.18296, 1.40180, 2.90227], [-4.05635, -0.82414, -6.20101], [-0.11160, -1.94607, 2.49984], [-0.25523, -1.63629, -5.79346], [-3.94703, 0.68454, -4.42268], [-5.10238, 0.53386, -0.27896], [-0.09641, 0.14545, -2.71663], [-4.27727, 0.37656, 0.43280], [-1.29448, 0.09559, -4.36839], [-0.40158, 3.39121, 1.37764], [1.45023, -0.45968, 1.32242], [2.97561, -0.97419, 0.47165], [1.57075, 2.43429, -0.39317], [-0.99757, 0.02413, 3.09719], [-1.56513, 2.71762, -1.86774], [-4.71304, 0.36627, 1.43903], [2.76950, -1.79517, -0.22746], [3.80071, 1.81862, -1.16854], [-2.53907, 1.49098, 4.26554], [-2.29501, -0.75550, 2.20119], [-3.33876, -0.08019, 4.24264], [-2.64975, -0.54455, -2.21240], [-3.45961, -1.73896, -7.05270], [-3.86191, 1.17179, 3.12194], [-1.99732, 1.36558, -3.02103], [-1.95197, 4.75938, 2.73828], [-3.26845, -0.17469, -5.24664]], "mulliken_spin": [0.008, -0.008, 0.005, -0.038, -0.002, 0.058, -0.001, 0.015, 0.031, 0.001, 0.036, 0.000, -0.011, 0.001, 0.027, 0.259, -0.001, 0.021, 0.097, 0.112, 0.004, -0.015, 0.000, 0.011, 0.000, 0.284, 0.094, 0.005, 0.493, 0.026, 0.023, 1.544, 0.001, 0.037, 0.004, 0.000, -0.002, 0.005, 0.031, 0.002, 0.015, 0.000, -0.003, 0.000, 0.002, 0.011, 0.006, -0.002, 0.002, 0.002, 0.062, 0.000, 0.013, -0.001, -0.015, 0.090, -0.005, 0.002, 0.159, 0.000, -0.001, 0.008, 0.024, 0.001, -0.061, 0.041, 0.010, 0.002, -0.001, 0.005, -0.012, 0.003, 0.000, 0.010, 0.004, 0.003, 0.038, -0.001, 0.141, 0.003, 0.285], "gap_ev": [6.0, 6.3], "e_homo_ev": [-19.18, -20.93], "total_charge": 4, "spin_multiplicity": 5}



Let's list ΔE to the lowest compared entry with this formula, charge and spin in order: 0.000; 0.539 eV.
Let's list total energy in order: -13217.21408; -2437.26265 Ha.